{"formula": "C8H13N", "method": "the ωB97M-V functional and the def2-TZVPD basis", "species": ["C", "C", "C", "C", "C", "C", "C", "C", "N", "H", "H", "H", "H", "H", "H", "H", "H", "H", "H", "H", "H", "H"], "coordinates": [[-1.864, 1.118, -1.330], [-1.515, 1.676, -0.200], [-3.228, -0.680, 0.818], [-1.488, 0.236, -0.206], [1.457, 0.847, 1.179], [2.111, -0.661, -0.634], [-0.226, -0.595, 0.146], [0.988, 0.265, -0.113], [-4.219, -0.735, 0.057], [-2.185, 1.219, -2.395], [-1.165, 2.393, 0.434], [-3.100, -0.688, 1.933], [0.729, 1.593, 1.516], [2.279, 1.430, 0.927], [1.616, 0.229, 2.142], [2.940, -0.277, -1.167], [1.642, -1.318, -1.383], [2.496, -1.303, 0.205], [-0.179, -0.842, 1.138], [-0.103, -1.423, -0.491], [0.694, 0.974, -0.853], [-5.169, -0.942, 0.362]], "forces_ev_per_angstrom": [[-0.22, -0.27, -0.57], [-0.61, -1.81, -1.24], [1.97, 2.23, -1.64], [-2.11, -2.36, 2.12], [-1.49, 1.00, 1.88], [-1.18, -1.54, 0.24], [-1.07, 2.23, -2.88], [1.48, -2.30, 0.57], [0.67, -0.01, -0.05], [0.46, -0.11, 1.30], [0.32, 2.26, 1.13], [-0.44, -0.45, -0.68], [-0.16, 0.04, 0.12], [2.08, 0.96, 0.22], [-0.01, 0.28, -2.08], [0.95, 1.15, -0.15], [0.25, -0.17, 0.24], [-0.37, 0.50, -0.78], [-0.55, -1.01, 2.47], [-0.60, -1.42, -0.50], [0.43, 0.94, -0.39], [0.21, -0.14, 0.66]], "e_homo_ev": -7.2}


{"formula": "C8H13N", "method": "the ωB97M-V functional and the def2-TZVPD basis", "species": ["C", "C", "C", "C", "C", "C", "C", "C", "N", "H", "H", "H", "H", "H", "H", "H", "H", "H", "H", "H", "H", "H"], "coordinates": [[-0.094, -2.495, 0.822], [0.583, -1.416, 1.180], [-0.316, -0.704, -0.033], [1.755, -1.132, 1.993], [-0.390, 1.766, 0.473], [-1.878, 0.690, -1.411], [0.662, 0.792, -1.633], [-0.565, 0.645, -0.627], [-0.875, -1.821, -0.347], [-0.322, -3.511, 1.105], [1.666, -0.174, 2.545], [2.807, -1.192, 1.462], [1.895, -1.911, 2.728], [-1.251, 2.325, 0.491], [-0.310, 1.212, 1.357], [0.485, 2.266, 0.233], [-2.711, 0.504, -0.734], [-2.129, -0.152, -2.121], [-2.046, 1.629, -1.886], [0.700, 1.856, -2.096], [0.715, 0.050, -2.459], [1.619, 0.772, -1.044]], "forces_ev_per_angstrom": [[-1.30, 0.50, -1.30], [-0.46, 0.60, -1.87], [-0.11, -1.63, 0.88], [2.34, 0.47, 0.39], [-0.39, -3.23, -1.89], [-1.09, -1.86, 0.43], [0.65, 1.77, -0.07], [1.85, 0.02, -1.51], [0.39, 0.28, 1.13], [0.53, -0.08, 0.20], [0.25, -0.42, -0.40], [-2.18, 0.56, 0.44], [-0.29, -0.30, 0.46], [-1.78, 1.74, 0.13], [0.30, -0.26, 1.75], [1.46, 1.40, -0.03], [-0.08, 0.46, 0.49], [1.26, 0.83, 0.38], [0.09, 0.77, -0.43], [-0.43, -1.66, 0.61], [-0.26, 0.37, 0.70], [-0.74, -0.34, -0.49]], "e_homo_ev": -8.2}


{"formula": "C8H13N2", "method": "the ωB97M-V functional and the def2-TZVPD basis", "species": ["C", "N", "C", "C", "C", "C", "C", "C", "N", "C", "H", "H", "H", "H", "H", "H", "H", "H", "H", "H", "H", "H", "H"], "coordinates": [[1.981, -1.735, -0.747], [0.871, -1.212, -0.561], [-0.160, -1.419, -1.594], [-1.466, -1.451, -0.825], [-1.281, -0.584, 0.315], [-0.762, 0.529, 0.811], [0.057, 1.647, 0.852], [1.050, 2.097, -0.243], [-0.031, 2.352, 1.977], [-1.790, -0.170, 1.632], [2.103, -2.552, -1.582], [2.790, -1.686, -0.065], [-0.087, -2.368, -2.172], [-0.123, -0.610, -2.227], [-1.459, -2.526, -0.397], [-2.419, -1.396, -1.294], [0.559, 1.658, -1.198], [1.948, 1.605, -0.161], [1.385, 3.182, -0.243], [-0.588, 2.133, 2.711], [0.391, 3.232, 2.161], [-2.795, 0.241, 1.617], [-1.610, -0.749, 2.464]], "forces_ev_per_angstrom": [[0.19, -3.44, -2.23], [-0.25, 0.45, -0.88], [-0.18, -1.97, 0.97], [1.55, -3.00, 1.70], [-0.54, 1.84, 0.04], [-0.30, -0.82, -0.08], [1.36, 1.57, 0.59], [-3.33, 0.37, -0.98], [1.68, 0.64, -2.64], [-1.49, 1.13, -1.36], [0.14, 1.63, 1.12], [0.70, 0.52, 0.75], [0.43, 0.65, 0.25], [0.15, 1.87, -1.68], [-0.38, 1.44, -0.28], [-0.66, 0.53, -0.63], [1.06, 1.46, 1.22], [2.02, -1.72, 0.54], [-1.26, -1.12, -0.11], [-2.38, -1.58, 2.29], [0.91, 0.67, -0.63], [-0.23, 0.08, 0.20], [0.82, -1.20, 1.83]], "total_charge": 1, "e_homo_ev": -12.8, "smiles": "C=NCCC1=C(C(C)=[NH2+])C1"}


{"formula": "C8H13N2", "method": "the ωB97M-V functional and the def2-TZVPD basis", "species": ["C", "C", "C", "C", "C", "C", "C", "C", "N", "N", "H", "H", "H", "H", "H", "H", "H", "H", "H", "H", "H", "H", "H"], "coordinates": [[0.300, 1.848, -0.003], [0.469, 1.096, -1.156], [0.747, 1.300, 1.213], [0.946, -0.205, -1.172], [-2.781, -0.078, 0.022], [1.306, 0.023, 1.228], [1.383, -0.756, 0.089], [2.242, -2.025, 0.133], [-1.932, -0.799, -0.644], [-2.447, 1.120, 0.507], [0.320, 2.876, 0.021], [0.219, 1.661, -1.998], [0.679, 1.780, 2.155], [1.116, -0.835, -2.137], [1.831, -0.322, 2.089], [-3.753, -0.410, -0.036], [1.585, -2.883, 0.129], [2.871, -2.083, 1.004], [2.779, -2.086, -0.750], [-2.453, -1.644, -0.874], [-0.893, -0.843, -0.902], [-3.039, 1.886, 0.907], [-1.494, 1.381, 0.174]], "forces_ev_per_angstrom": [[2.35, -2.38, 1.70], [-0.02, 0.17, 0.29], [-0.16, -1.47, -0.83], [0.78, -1.63, 0.20], [2.35, 3.88, 0.15], [-0.48, 0.54, -0.42], [1.19, 0.14, -1.49], [-2.37, 0.60, 0.79], [-0.24, -2.95, -0.73], [-0.14, -0.10, -0.41], [-1.05, 2.39, -0.59], [-0.17, 0.18, -1.82], [0.06, 0.93, 0.54], [-0.38, 1.45, 1.74], [-0.06, -0.24, 0.73], [-2.20, -0.63, 0.63], [-0.17, -0.45, 0.17], [0.22, 0.14, 0.24], [1.40, -0.12, -1.63], [0.91, -0.14, -0.49], [-1.52, 1.05, 1.00], [0.43, -1.65, -0.64], [-0.72, 0.27, 0.87]], "total_charge": 1, "e_homo_ev": -13.1}


Orbital gap
In order: 8.22; 8.89; 8.01; 9.86
Unit: eV
ΔE to the lowest compared entry with this formula, charge and spin
In order: 629.0; 391.5; 485.6; 165.0
Unit: kJ/mol
E_tot
In order: -9990.32153; -9992.78361; -11476.45477; -11479.77758
Unit: eV